1.
Density functional theory data (ωB97M-V/def2-TZVPD) for a molecular structure, C17H31AlBBr4ClMg2NO7.

Atoms and positions in Å:
1 Br 5.785164 -4.518709 1.898576
2 Br -6.054094 3.608090 -1.088631
3 Br -4.163430 5.634940 1.210855
4 Br 6.715448 -5.718103 -2.433716
5 Cl 6.846897 -2.666210 1.040042
6 Al -0.530464 -0.964757 3.361775
7 Mg 2.900654 -2.226282 2.429973
8 Mg -1.440331 2.198063 -1.376473
9 O 6.577231 0.418800 -0.528802
10 O 3.457759 -5.070300 -1.134681
11 O -1.813459 0.484082 0.260231
12 O 3.587684 -4.242458 -4.571563
13 O 7.526783 -2.490783 -0.935255
14 O 1.392724 -2.424934 0.068965
15 O 5.755631 -4.041930 -1.465268
16 N -3.031308 1.147859 0.245282
17 C -5.473679 1.101656 0.055636
18 C -3.101988 3.538992 0.200872
19 C -4.314769 -0.860621 1.156614
20 C -3.097389 2.315667 1.143833
21 C 4.150209 1.188770 -1.367964
22 C 3.735984 1.927808 0.035505
23 C -1.913222 2.501709 2.136124
24 C 4.954906 -1.627213 -1.108430
25 C 6.219104 -2.677628 -1.161062
26 C 2.178757 -1.887746 -1.061926
27 C -4.183242 0.243117 0.082515
28 C 3.716394 -2.451773 -1.139006
29 C 4.299819 -4.008621 -1.229891
30 C -5.673080 1.996559 1.272536
31 C -4.089550 -0.445169 -1.306341
32 C -4.381194 2.321959 2.014467
33 C 0.927918 -1.361475 0.972955
34 B 5.214901 -0.007472 -0.995217
35 H -3.259900 -1.160158 -1.358707
36 H -6.369476 1.519573 1.973513
37 H -4.433225 -0.462506 2.168679
38 H -3.946152 3.519041 -0.494425
39 H -5.008488 -1.000260 -1.533009
40 H 4.762049 1.996091 -1.999488
41 H -0.011770 -1.724809 1.612343
42 H -5.191656 -1.489990 0.955329
43 H 6.653024 -0.031760 0.379246
44 H -2.186810 3.580068 -0.398632
45 H 4.178685 -4.128313 -3.812299
46 H -4.500027 3.297006 2.510317
47 H -3.165513 4.477719 0.764917
48 H -6.359475 0.464687 -0.067389
49 H -1.855637 1.673804 2.852671
50 H -6.161172 2.924781 0.952987
51 H -3.948436 0.294182 -2.104151
52 H 4.741397 2.405332 0.467357
53 H 3.723277 -5.164488 -4.837211
54 H 2.952913 2.791574 -0.067177
55 H -5.457215 1.743338 -0.834891
56 H -3.444794 -1.525872 1.166052
57 H -4.266898 1.600444 2.832920
58 H 1.817684 -1.141086 1.723446
59 H -0.949547 2.581149 1.621527
60 H 3.430643 1.102467 0.836195
61 H 3.253682 0.866873 -2.047551
62 H 2.128016 -0.718554 -1.061858
63 H 0.593723 -0.370862 0.447248
64 H 1.631133 -2.281297 -2.047091
65 H -2.032805 3.425942 2.716607

Atomic forces in eV per Å
Br 0.577 1.289 0.281
Br -0.893 2.313 -2.297
Br -1.682 2.668 1.085
Br 0.998 -1.698 -1.049
Cl -1.688 -2.375 5.162
Al -0.156 0.385 0.710
Mg 1.798 -1.872 1.475
Mg -0.845 -2.080 1.341
O -4.000 -1.842 1.132
O 6.756 7.299 -0.831
O 1.145 0.874 -1.045
O 0.183 -0.086 0.305
O -7.264 -0.385 -5.370
O 0.255 2.073 0.624
O -3.558 3.904 2.222
N 0.369 0.159 0.083
C 0.198 -0.952 0.884
C -0.461 -4.248 -1.581
C 0.226 0.045 0.325
C -0.537 0.707 1.396
C 0.466 0.853 -0.655
C 1.203 -0.245 0.634
C 0.059 -0.358 -0.450
C -2.272 -3.615 -0.104
C 5.204 1.588 -0.410
C -0.153 -0.772 -1.686
C -1.179 -0.069 -0.825
C 4.731 1.650 0.507
C -6.437 -4.335 0.501
C -0.349 -0.286 0.699
C 0.380 -0.130 0.244
C -0.195 -0.035 0.234
C -0.291 0.754 -1.099
B 2.097 1.206 0.259
H -0.085 0.155 0.107
H 0.186 -0.009 0.003
H -0.044 0.090 -0.140
H 0.176 -0.006 0.155
H 0.146 0.225 0.160
H -1.277 -1.750 1.268
H 2.017 -0.129 -2.005
H 0.195 0.268 -0.083
H 0.509 0.725 -1.914
H 1.068 1.269 -0.035
H -0.112 -0.203 -0.451
H 0.268 -0.316 -0.207
H 1.454 0.792 0.462
H 0.352 -0.074 -0.075
H -0.048 0.040 -0.119
H 0.222 -0.659 0.540
H -0.099 0.046 0.114
H -2.290 -0.994 -0.937
H -0.038 0.279 0.085
H 1.370 -1.887 0.138
H 0.261 -0.473 -0.112
H 0.069 0.118 -0.159
H 0.354 0.015 -0.153
H -3.084 1.263 -1.782
H -0.048 -0.110 0.026
H 0.236 1.870 -1.562
H 1.527 0.582 1.424
H 0.595 -2.263 0.020
H 0.444 -1.877 0.636
H 1.262 0.828 2.135
H -0.272 -0.196 -0.238

Its net charge is +1. The energy relative to the best compared isomer or geometry (same formula, charge and spin) is 4.810 eV.

2.
Density functional theory data (ωB97M-V/def2-TZVPD) for 7 unconnected molecules or ions with the total composition C17H31BCl2N3O27S6.

Atoms and positions in Å:
1 Cl -0.118979 2.704353 3.652267
2 Cl -2.272454 1.734602 -0.053583
3 S 5.859091 -2.779562 2.765381
4 S 0.604597 2.256196 -5.397737
5 S -3.824179 6.339075 -5.837198
6 S -2.454987 -1.858813 3.819593
7 S 1.643199 -6.588522 -0.299230
8 S 3.007436 -0.571277 0.453798
9 O 6.690760 -2.226351 4.036960
10 O 1.238127 3.334774 -4.379308
11 O 0.009027 2.960319 -6.475235
12 O -1.501762 -2.887077 3.629009
13 O 2.934008 -7.007591 -1.166641
14 O -5.356248 2.947843 0.990424
15 O 2.333176 -0.372046 1.697829
16 O 1.988918 -1.329188 -0.544591
17 O -3.057436 -1.160059 2.736705
18 O 4.063566 -1.756995 0.638537
19 O -3.140320 6.150890 -4.602157
20 O -4.475870 1.517716 2.662828
21 O -4.591047 7.497463 -6.112081
22 O 1.273890 -7.682693 0.519486
23 O -3.625173 -2.403150 4.779001
24 O -1.833758 -0.770924 4.841005
25 O 3.633309 0.489927 -0.252743
26 O 5.066944 -3.957980 3.529840
27 O 6.777845 -3.370019 1.857890
28 O -0.579029 1.727574 -4.434981
29 O -4.732280 5.036063 -6.107906
30 O 1.861874 -5.283208 0.223773
31 O 1.541126 1.212193 -5.587049
32 O 0.592230 -6.489573 -1.516427
33 O -4.005246 3.889381 2.856798
34 O -2.775589 6.123646 -7.038147
35 O 4.916953 -1.800830 2.356320
36 N -3.244212 5.748608 1.717515
37 N -1.193474 5.110537 1.201338
38 N -3.029674 4.502140 2.174494
39 C 2.572438 -2.562809 -0.973931
40 C 5.682242 -4.193448 4.800190
41 C 0.316414 3.573690 -3.315033
42 C 3.482839 -2.980008 0.161461
43 C -4.360910 4.437180 -7.354721
44 C 6.207174 -2.839587 5.234127
45 C -0.401704 2.253609 -3.119770
46 C -1.796243 4.104147 1.863199
47 C -2.898178 4.785546 -7.534563
48 C -2.760252 -0.547967 5.910491
49 C -1.296027 1.691238 1.424347
50 C -1.148701 2.784278 2.197364
51 C -2.145871 6.142836 1.120037
52 C -0.609703 0.352946 1.745615
53 C 2.511249 -7.428375 -2.468401
54 C -3.456623 -1.879714 6.100792
55 C 1.285362 -6.588874 -2.764893
56 B -4.618185 2.794758 2.126216
57 H -4.420557 -1.774557 6.594378
58 H -0.641150 0.222023 2.847905
59 H -1.364779 2.375687 -2.626074
60 H -2.258688 4.141373 -6.926295
61 H -4.974619 4.879286 -8.142991
62 H -3.613926 1.531740 3.120942
63 H -0.375883 4.357604 -3.636166
64 H 1.562865 -5.580419 -3.082416
65 H 6.498009 -4.905737 4.654043
66 H 4.258297 -3.672378 -0.160230
67 H 2.261983 -8.490834 -2.416303
68 H -3.465283 0.225466 5.593238
69 H -1.113791 -0.514404 1.280796
70 H 0.212141 1.550588 -2.549772
71 H 0.840775 3.899387 -2.418440
72 H 0.466956 0.396574 1.456213
73 H 7.006059 -2.922809 5.968513
74 H -2.833757 -2.576248 6.666341
75 H -2.042824 7.128414 0.642667
76 H -0.239052 5.124191 0.851222
77 H -2.581961 4.730255 -8.573638
78 H 3.140356 -2.371427 -1.888221
79 H 5.406605 -2.214762 5.638009
80 H -2.240418 -0.217189 6.806905
81 H -4.529460 3.362553 -7.326570
82 H -5.378773 2.082542 0.546943
83 H 1.800440 -3.300600 -1.175793
84 H 2.916690 -3.425191 0.980148
85 H 0.646363 -7.041922 -3.520006
86 H 4.963181 -4.607122 5.503792
87 H 3.304522 -7.278971 -3.197446

Atomic forces in eV per Å
Cl -0.892 0.429 -1.101
Cl 0.567 0.262 1.018
S 0.101 0.141 1.056
S -0.019 0.187 0.526
S 0.135 -0.482 -0.600
S -0.373 -0.217 0.789
S 0.042 -0.442 -0.613
S 0.711 -1.489 -0.421
O 0.047 -0.533 -0.353
O -0.056 -0.613 0.009
O -0.042 -0.207 -0.192
O 0.072 0.238 -0.323
O -0.343 0.627 0.134
O 1.042 0.291 0.629
O 0.099 0.428 -0.339
O -0.105 0.350 0.565
O 0.075 -0.151 -0.071
O -2.836 1.117 -5.031
O -0.212 0.146 0.093
O 0.912 1.889 -0.220
O 0.184 0.100 0.281
O -0.097 0.292 0.207
O 0.237 0.542 -0.410
O -0.026 -0.454 -0.132
O -0.245 0.332 0.387
O -0.039 0.577 -0.077
O -0.133 0.245 -0.187
O 0.160 0.448 -0.269
O 0.516 0.204 0.272
O -0.037 -0.359 0.095
O -0.007 0.139 -0.207
O 0.345 -0.237 0.360
O 0.489 -0.523 -0.339
O -0.645 0.210 0.189
O 2.547 -0.699 4.258
N 0.006 0.704 -0.378
N -1.588 1.093 0.131
N 1.075 1.545 -1.282
C 0.401 -0.310 -0.506
C 0.504 -0.312 0.154
C -0.526 0.391 -0.083
C -0.412 -0.275 0.244
C -0.133 0.096 -0.611
C -0.385 0.114 0.344
C 0.278 -0.196 0.467
C 1.034 -1.775 0.746
C 0.265 -0.633 0.231
C -0.481 0.300 0.065
C 0.459 -1.111 0.103
C -0.290 0.270 -0.057
C -0.157 -1.112 0.584
C -0.256 0.581 0.090
C -0.242 -0.544 -0.221
C 0.265 -0.164 0.508
C 0.266 0.325 -0.360
B -1.028 -1.955 -0.220
H -0.065 -0.079 -0.247
H 0.130 0.054 -0.714
H -0.023 -0.052 -0.301
H 0.003 -0.040 -0.104
H 0.015 -0.027 0.016
H -0.576 -0.612 0.193
H -0.029 -0.015 0.069
H 0.007 -0.042 -0.046
H -0.012 0.017 0.068
H 0.152 0.223 0.077
H -0.005 0.033 -0.059
H -0.037 -0.029 0.087
H 0.277 0.711 0.076
H -0.020 0.028 0.031
H 0.256 -0.092 -0.174
H -0.875 -0.011 0.160
H 0.114 0.085 -0.200
H -0.017 0.048 0.012
H 0.167 -0.787 0.303
H -0.255 -0.175 0.161
H 0.026 0.280 0.055
H 0.016 0.008 0.038
H 0.011 -0.046 0.025
H 0.211 -0.063 -0.169
H -0.044 0.075 0.246
H -0.365 0.311 0.107
H -0.147 0.214 0.178
H 0.046 0.005 -0.047
H -0.142 -0.010 0.216
H -0.163 0.056 -0.221
H 0.113 0.117 0.233

Its net charge is +1.

3.
Density functional theory data (ωB97M-V/def2-TZVPD) for 3 unconnected molecules or ions with the total composition C17H31Br2Cl2NO10P2.

Atoms and positions in Å:
1 Br -7.125503 -0.467564 -1.663647
2 Br -5.406930 2.283836 -1.712561
3 Cl -3.680756 0.431847 -5.687414
4 Cl -4.510089 3.658366 -4.759646
5 P 4.472544 -3.713372 2.256557
6 P 0.865509 1.768094 3.847633
7 O 3.028802 -3.006217 1.953485
8 O 1.681287 2.659446 2.624505
9 O 1.600127 0.478311 3.500081
10 O -1.716684 5.195710 -4.855957
11 O 4.517038 -3.119796 3.870605
12 O 4.357165 -4.465553 0.712708
13 O -0.561247 1.847904 3.050304
14 O -1.524522 1.701637 -1.034168
15 O 0.015240 1.033454 5.150018
16 O 5.616331 -2.808187 1.813462
17 N -2.446120 2.898823 -2.933071
18 C -5.268053 -1.625699 -3.763399
19 C 2.422749 -2.062195 2.825409
20 C -2.095898 2.775042 -5.468801
21 C -3.101855 2.573957 -4.203239
22 C -2.078330 0.579366 -3.316433
23 C -1.980721 -0.742058 -2.424999
24 C -1.231520 4.135150 -5.324777
25 C 2.925117 3.217133 3.049474
26 C 4.575933 -5.873532 0.739959
27 C 0.264255 1.639093 6.416694
28 C -0.421381 -1.043702 -2.070957
29 C -0.681922 2.310044 1.714924
30 C -3.519967 1.012327 -3.921259
31 C 5.434649 -3.813773 4.714384
32 C -4.773483 0.854404 -2.967569
33 C -1.924223 1.760927 -2.204811
34 C -5.548897 -0.340333 -2.887450
35 H -0.027693 1.754081 1.041561
36 H -2.572697 -0.663900 -1.448675
37 H -0.310248 1.111020 7.177590
38 H 1.528956 -1.671058 2.338963
39 H -2.335585 -1.697395 -2.952867
40 H 0.123726 -0.134485 -1.671674
41 H -1.216473 0.450345 -4.044533
42 H 2.753903 3.909859 3.877657
43 H 2.115034 -2.551901 3.750737
44 H 3.612838 2.429210 3.355518
45 H 5.151425 -4.867867 4.777823
46 H -0.422747 -1.941073 -1.373717
47 H 3.356368 3.772002 2.214141
48 H 3.091431 -1.227783 3.033452
49 H 5.380466 -3.377361 5.713696
50 H 6.451013 -3.720897 4.332213
51 H -1.712332 2.159497 1.392514
52 H 4.486387 -6.262823 -0.274225
53 H -5.587443 -1.425482 -4.846613
54 H -0.467563 3.379051 1.668131
55 H 5.579502 -6.090283 1.118453
56 H -2.686988 2.926756 -6.442701
57 H -1.328421 1.943525 -5.562484
58 H 1.328473 1.572178 6.662042
59 H -5.919999 -2.486016 -3.373624
60 H -4.201487 -2.004797 -3.755875
61 H -0.045653 2.687797 6.399827
62 H 3.828953 -6.358305 1.375234
63 H -0.142235 4.213162 -5.684412
64 H 0.062974 -1.389765 -3.055568
65 H -2.052542 3.829793 -2.782611

Atomic forces in eV per Å
Br 1.605 -0.116 -1.373
Br 1.129 -0.936 -1.355
Cl -0.589 -0.580 1.450
Cl 0.595 -0.820 1.155
P 0.463 8.980 -3.950
P -1.920 -7.479 -5.949
O 0.397 -1.604 0.354
O -0.579 1.923 2.981
O 0.521 1.501 1.331
O 1.516 -3.546 -1.285
O -0.742 -3.471 -0.111
O -0.478 -2.037 2.593
O 0.524 0.838 1.133
O -1.035 0.515 -3.734
O 1.021 3.177 0.500
O 0.225 -1.761 0.737
N 0.515 -0.554 0.677
C -1.153 -0.350 0.095
C -0.262 0.251 0.349
C 1.006 0.990 0.079
C 1.040 -0.094 -0.570
C -0.859 -1.783 3.147
C 0.516 -0.935 0.218
C -1.720 2.507 1.180
C 0.279 0.204 -0.107
C -0.002 -0.221 -0.146
C -0.061 0.016 0.316
C -1.007 -0.352 -1.058
C -0.178 0.269 -0.435
C 1.652 1.899 -0.834
C 0.070 0.010 0.291
C -2.125 -2.750 0.439
C -0.104 0.589 -0.855
C 1.980 1.770 -0.659
H 0.007 0.109 0.105
H 0.739 0.130 -1.475
H 0.022 -0.006 -0.126
H 0.194 -0.159 -0.163
H 0.358 1.563 0.530
H -0.721 -1.297 -0.276
H -1.346 0.928 0.603
H 0.249 0.075 -0.101
H 0.073 0.198 0.021
H 0.037 -0.055 0.007
H 0.172 0.031 0.231
H 0.311 1.360 -0.663
H -0.120 -0.115 0.047
H -0.060 -0.191 0.017
H -0.045 0.016 -0.157
H 0.064 0.007 -0.031
H 0.081 -0.125 0.271
H -0.003 0.103 0.059
H 0.512 -0.242 1.612
H 0.080 -0.108 -0.161
H 0.004 -0.151 -0.069
H 0.962 -0.542 1.494
H -1.164 0.899 0.024
H -0.031 0.017 0.157
H 0.942 1.351 -0.528
H -1.224 0.873 0.082
H -0.030 -0.022 0.259
H 0.041 -0.225 -0.138
H -1.325 -0.688 0.206
H -0.471 0.568 1.468
H -0.550 -0.351 0.089

The SMILES is CC[C@@H]1C(=O)N[C@@](Cl)(CC=O)[C@]1(Cl)/C(Br)=C(\C)Br.COP(=O)(OC)OC.COP(=O)(OC)OC.

Summary of LUMO in eV
-7.513; -3.439; -2.211
(order as listed above)
Summary of HOMO in eV
-8.6; -11.8; -9.0
(order as listed above)
Summary of Kohn-Sham gap in eV
1.13; 8.40; 6.78
(order as listed above)